1.
{
  "formula": "C24H29N7O8STa",
  "method": "the ωB97M-V functional and the def2-TZVPD basis",
  "total_charge": 3,
  "molar_mass_g_mol": 756.55,
  "max_force_ha_per_bohr": 0.061,
  "homo_lumo_gap_ev": 4.670,
  "e_homo_ha": -0.60269,
  "elements": ["Ta", "O", "C", "C", "C", "C", "C", "C", "C", "N", "N", "C", "O", "C", "C", "C", "C", "C", "C", "H", "H", "H", "H", "H", "H", "H", "H", "H", "H", "C", "O", "C", "O", "N", "N", "H", "H", "H", "H", "H", "H", "C", "C", "S", "O", "O", "C", "C", "N", "C", "N", "C", "C", "N", "O", "O", "C", "H", "H", "H", "H", "H", "H", "H", "H", "H", "H", "H", "H", "H"],
  "positions_angstrom": [[0.319981, -0.225855, -0.060275], [0.629782, 1.289462, -1.009437], [1.485128, 2.131512, -1.637038], [1.061559, 2.954283, -2.666271], [1.967666, 3.785967, -3.301230], [3.307608, 3.798428, -2.914243], [3.726645, 3.007973, -1.866235], [2.828037, 2.162784, -1.199325], [3.235027, 1.456891, -0.027858], [2.505790, 0.573180, 0.586174], [2.830469, 0.127878, 1.807834], [1.847043, -0.436028, 2.430514], [0.663847, -0.514453, 1.768327], [2.022393, -1.029415, 3.733849], [0.913544, -1.448325, 4.483865], [1.098381, -1.986360, 5.740497], [2.382332, -2.129582, 6.257045], [3.488803, -1.727829, 5.512184], [3.316607, -1.184460, 4.257570], [0.020538, 2.935302, -2.963991], [1.634219, 4.422121, -4.109646], [4.011305, 4.432731, -3.434894], [4.761408, 3.031714, -1.547433], [4.179138, 1.731052, 0.440743], [-0.085725, -1.328441, 4.084108], [0.244965, -2.293290, 6.329173], [2.523485, -2.563364, 7.237732], [4.484564, -1.850267, 5.914991], [4.167410, -0.875073, 3.667067], [-3.271774, -0.027549, -4.201921], [-2.073911, -0.484092, -3.517535], [-1.885122, -0.326435, -2.263943], [-0.822439, -0.770093, -1.753137], [-2.782519, 0.275445, -1.475174], [-2.472582, 0.443504, -0.116626], [-3.093651, -0.240226, -5.249728], [-3.411333, 1.045311, -4.066699], [-4.143814, -0.587215, -3.864207], [-3.669005, 0.609225, -1.829212], [-3.129436, -0.084743, 0.455138], [-2.560687, 1.426526, 0.133918], [2.371752, -8.810709, -3.101105], [1.340244, -7.735270, -3.395007], [1.867952, -6.127108, -2.767591], [0.755419, -5.201100, -2.829187], [3.083609, -5.722665, -3.409706], [2.342047, -6.350516, -0.993157], [1.313327, -6.053591, 0.109618], [0.611177, -4.765050, 0.007069], [1.160069, -3.563315, 0.198704], [0.242043, -2.601976, -0.002860], [-0.929308, -3.228552, -0.344708], [-0.715485, -4.561435, -0.335317], [-1.699460, -5.539554, -0.765813], [-1.393936, -6.710501, -0.780279], [-2.777847, -5.070450, -1.051063], [2.575527, -3.338886, 0.583137], [2.283039, -9.602814, -3.843397], [2.234248, -9.266075, -2.121826], [3.385607, -8.418309, -3.189463], [0.358111, -7.915900, -2.960627], [1.245949, -7.532875, -4.462981], [3.220645, -5.710493, -0.931039], [2.658948, -7.387995, -0.897150], [1.848190, -6.064625, 1.060225], [0.554561, -6.822940, 0.144582], [-1.851071, -2.724302, -0.565678], [2.911021, -4.095412, 1.291600], [2.697782, -2.361625, 1.045671], [3.226862, -3.385054, -0.292622]],
  "atomic_forces_ev_per_a": [[0.02, -1.86, 0.45], [-0.47, 0.41, -0.28], [1.12, 0.95, -0.50], [-0.53, -0.35, 0.21], [0.26, -0.05, 0.05], [-0.11, 0.04, -0.11], [0.10, -0.02, 0.12], [-0.42, -0.17, -0.14], [0.29, -0.05, 0.36], [-2.61, -1.06, -1.38], [0.44, -0.19, 0.72], [1.77, 0.44, 0.32], [-1.22, 0.39, -0.56], [-0.45, -0.26, 0.33], [0.02, 0.14, -0.22], [-0.02, -0.08, 0.15], [-0.02, 0.04, -0.13], [-0.03, -0.10, 0.06], [-0.04, 0.15, -0.21], [0.03, 0.03, -0.03], [-0.02, 0.00, 0.00], [0.01, 0.01, 0.04], [0.00, 0.00, 0.02], [-0.04, -0.05, 0.07], [-0.01, -0.02, 0.04], [-0.01, -0.01, -0.02], [-0.01, 0.03, 0.02], [0.00, 0.02, -0.01], [0.04, 0.02, 0.05], [-0.45, 0.13, -0.23], [0.26, -0.09, 0.18], [-0.32, 0.07, -0.26], [0.90, -0.09, 0.80], [-0.13, 0.16, 0.03], [1.00, -0.03, 0.23], [0.04, -0.01, 0.03], [0.12, -0.01, 0.04], [0.10, -0.07, 0.08], [-0.06, 0.00, 0.03], [0.05, -0.10, 0.08], [-0.05, 0.06, -0.02], [0.08, -0.20, -0.22], [0.30, 0.61, 0.48], [-0.17, -0.01, 0.22], [-0.33, 0.00, 0.42], [0.26, -0.21, 0.02], [-0.49, 0.25, -0.59], [0.45, -0.47, -0.24], [-0.28, 0.00, -0.20], [0.15, -0.07, 0.12], [0.45, 1.73, -0.40], [-0.27, -0.28, -0.09], [0.30, 0.42, -0.22], [-0.12, -0.28, 0.28], [0.08, 0.22, -0.07], [0.11, 0.02, -0.06], [0.02, -0.02, -0.16], [-0.04, -0.03, 0.06], [0.00, 0.04, 0.03], [-0.01, -0.01, 0.01], [-0.05, -0.07, -0.08], [-0.08, 0.02, 0.00], [0.06, -0.06, 0.07], [0.13, 0.04, 0.13], [-0.10, 0.03, 0.04], [-0.06, -0.01, 0.03], [0.02, -0.05, -0.05], [0.01, 0.04, 0.03], [0.01, -0.02, 0.03], [-0.02, -0.03, -0.01]]
}

2.
{
  "formula": "C24H29NO5",
  "method": "the ωB97M-V functional and the def2-TZVPD basis",
  "molar_mass_g_mol": 411.50,
  "max_force_ha_per_bohr": 0.071,
  "homo_lumo_gap_ev": 8.793,
  "e_homo_ha": -0.29610,
  "elements": ["C", "O", "C", "C", "C", "C", "C", "C", "C", "C", "C", "C", "C", "C", "C", "C", "N", "C", "C", "C", "O", "O", "C", "C", "C", "O", "C", "O", "C", "C", "H", "H", "H", "H", "H", "H", "H", "H", "H", "H", "H", "H", "H", "H", "H", "H", "H", "H", "H", "H", "H", "H", "H", "H", "H", "H", "H", "H", "H"],
  "positions_angstrom": [[-6.863813, -0.926198, 2.124899], [-6.034472, 0.233292, 2.380651], [-4.839278, 0.388284, 1.737371], [-4.138213, 1.599199, 1.947933], [-2.965608, 1.863666, 1.266683], [-2.380262, 0.924450, 0.381513], [-1.232348, 1.317900, -0.538002], [0.279391, 0.873488, -0.159961], [1.448636, 1.120009, -1.077402], [2.363363, -0.102877, -1.333698], [2.527031, -0.614187, -2.613769], [3.210334, -1.817700, -2.787209], [3.882488, -2.424395, -1.729464], [4.435029, -3.813590, -1.885775], [3.995111, -1.697446, -0.534150], [3.278804, -0.516794, -0.353868], [1.086063, 1.857254, -2.248384], [1.140161, 3.297478, -2.163491], [0.277747, 1.238116, -3.262186], [0.240702, -0.621666, 0.013477], [-0.315937, -1.372804, -0.757303], [0.992021, -1.112712, 1.034248], [1.153794, -0.325104, 2.237154], [-0.166757, -0.358331, 2.972705], [2.358437, -0.926591, 2.935554], [1.504727, 1.052801, 1.933538], [0.634769, 1.684477, 1.078150], [0.283543, 2.844447, 1.250290], [-3.088284, -0.280315, 0.197037], [-4.282680, -0.557399, 0.850428], [-7.723792, -0.789004, 2.779676], [-7.195883, -0.963046, 1.081032], [-6.341687, -1.853395, 2.383671], [-4.574023, 2.327565, 2.626832], [-2.461621, 2.820869, 1.424730], [-1.412480, 0.898608, -1.538469], [-1.213009, 2.417890, -0.594232], [2.162060, 1.831702, -0.608487], [2.155897, -0.080795, -3.481704], [3.191649, -2.303913, -3.758134], [4.943872, -4.151432, -0.978606], [3.653460, -4.554830, -2.112803], [5.152483, -3.863092, -2.713903], [4.611924, -2.099933, 0.270643], [3.511076, 0.134543, 0.497287], [0.371940, 3.724551, -2.816988], [0.977770, 3.624156, -1.121321], [2.123622, 3.675289, -2.481869], [-0.645321, 1.808337, -3.413887], [0.820511, 1.231720, -4.220427], [0.059067, 0.200810, -2.982061], [-0.944366, 0.070819, 2.330762], [-0.387558, -1.407461, 3.184161], [-0.062913, 0.226783, 3.888773], [3.225763, -0.906867, 2.273640], [2.582019, -0.364589, 3.844849], [2.118376, -1.964659, 3.166727], [-2.674713, -1.026349, -0.480931], [-4.808613, -1.491044, 0.654067]],
  "atomic_forces_ev_per_a": [[0.63, 0.63, 0.09], [-0.06, -0.32, -0.12], [0.53, -0.13, -0.60], [-0.68, -0.62, 0.06], [0.74, -0.30, -0.26], [-0.84, -0.08, 0.09], [1.25, 0.20, -0.81], [-2.97, -0.28, 2.12], [2.39, 1.53, -1.66], [0.79, 1.35, -0.40], [-0.03, -0.76, 0.00], [0.07, 0.20, 0.05], [-0.43, 0.10, 0.25], [0.30, -0.27, -0.09], [-0.11, -0.18, -0.22], [0.19, -0.16, -0.29], [0.14, -0.40, -0.31], [0.15, -0.05, 0.16], [0.08, 0.26, -0.32], [-0.37, -1.07, 0.41], [0.74, 0.80, 0.77], [-0.49, 0.03, 0.07], [0.38, 0.15, -0.83], [0.51, -0.03, 0.13], [-0.36, 0.10, 0.07], [-0.67, 0.06, -0.16], [-0.46, 1.14, 0.82], [1.00, -2.25, -0.18], [0.66, 0.28, -0.02], [-0.56, 0.38, 0.58], [0.09, -0.08, -0.10], [0.13, 0.06, 0.12], [-0.04, 0.12, -0.02], [0.10, -0.07, -0.12], [-0.16, -0.26, -0.07], [-0.12, 0.28, 0.48], [0.02, -0.46, -0.19], [-0.49, -0.43, 0.31], [-0.24, -0.38, 0.27], [0.13, 0.10, 0.02], [-0.03, 0.09, -0.10], [0.08, 0.35, 0.11], [-0.06, 0.02, 0.14], [-0.02, 0.21, -0.18], [-0.58, -0.46, -0.15], [0.09, 0.09, 0.19], [-0.12, 0.08, -0.46], [-0.17, 0.11, -0.03], [-0.15, -0.22, -0.05], [-0.28, -0.11, -0.05], [-0.15, 0.29, -0.17], [-0.02, -0.11, 0.26], [-0.19, 0.22, 0.10], [-0.23, -0.12, -0.01], [-0.20, 0.02, 0.12], [-0.07, -0.13, -0.05], [0.11, 0.05, 0.13], [-0.15, 0.19, 0.08], [0.20, 0.21, 0.02]]
}